[1]
Computed, not measured: a single C16H17N3O2 molecule at a distorted geometry, with ωB97M-V/def2-TZVPD.

SMILES string: COc1ccc(CC(=O)N/N=C(\C)c2cccnc2)cc1
Frontier orbital gap: 8.59 eV
Highest occupied orbital energy: -8.302 eV
E_LUMO: 0.289 eV
Energy relative to the best compared isomer or geometry (same formula, charge and spin): 220.2 kJ/mol

Geometry (Å):
C (-4.257, -2.659, 2.315)
H (-3.548, -2.308, 3.072)
O (-4.725, -1.603, 1.514)
C (-3.825, -0.908, 0.762)
C (-4.351, 0.123, -0.018)
C (-3.528, 0.883, -0.820)
C (-2.161, 0.635, -0.872)
C (-1.641, -0.379, -0.084)
C (-2.458, -1.152, 0.724)
H (-2.014, -1.937, 1.317)
H (-0.579, -0.575, -0.097)
C (-1.257, 1.488, -1.727)
H (-1.825, 1.930, -2.545)
C (-0.742, 2.603, -0.846)
O (-1.333, 3.633, -0.613)
N (0.467, 2.368, -0.243)
N (1.227, 1.300, -0.513)
C (2.347, 1.092, 0.067)
C (3.093, -0.085, -0.383)
C (4.474, -0.201, -0.222)
C (5.116, -1.339, -0.680)
C (4.359, -2.327, -1.289)
N (3.050, -2.229, -1.458)
C (2.442, -1.147, -1.022)
H (1.374, -1.108, -1.181)
H (4.814, -3.235, -1.664)
H (6.184, -1.451, -0.571)
H (5.049, 0.592, 0.233)
C (2.933, 1.963, 1.148)
H (3.452, 2.818, 0.713)
H (3.636, 1.399, 1.754)
H (2.147, 2.336, 1.805)
H (0.785, 3.096, 0.397)
H (-0.419, 0.907, -2.108)
H (-3.949, 1.682, -1.412)
H (-5.413, 0.307, 0.025)
H (-5.137, -3.066, 2.811)
H (-3.786, -3.444, 1.713)


[2]
Computed, not measured: a single C16H17N3O4 molecule, with ωB97M-V/def2-TZVPD.

SMILES string: COC(=O)c1cc2n(n1)CCN(Cc1cccc(OC)c1)C2=O
Frontier orbital gap: 9.40 eV
Highest occupied orbital energy: -8.799 eV
E_LUMO: 0.606 eV
Energy relative to the best compared isomer or geometry (same formula, charge and spin): 71.8 kJ/mol

Geometry (Å):
C (-7.273, -1.611, -0.312)
H (-7.602, -1.298, -1.305)
H (-7.868, -1.081, 0.435)
H (-7.381, -2.686, -0.194)
O (-5.894, -1.330, -0.136)
C (-5.547, -0.043, -0.243)
O (-6.331, 0.846, -0.472)
C (-4.106, 0.165, -0.049)
N (-3.256, -0.824, 0.231)
N (-2.077, -0.264, 0.343)
C (-2.108, 1.078, 0.139)
C (-3.426, 1.397, -0.124)
H (-3.847, 2.358, -0.331)
C (-0.872, 1.877, 0.180)
O (-0.776, 2.985, -0.312)
N (0.165, 1.245, 0.794)
C (0.010, -0.032, 1.459)
C (-0.859, -0.969, 0.624)
H (-1.097, -1.889, 1.160)
H (-0.352, -1.223, -0.315)
H (1.001, -0.469, 1.596)
H (-0.452, 0.113, 2.446)
C (1.467, 1.884, 0.857)
C (2.476, 1.089, 0.070)
C (3.532, 0.457, 0.699)
C (4.445, -0.308, -0.031)
C (4.277, -0.441, -1.403)
C (3.212, 0.191, -2.028)
C (2.314, 0.950, -1.305)
H (1.490, 1.444, -1.796)
H (3.090, 0.085, -3.096)
H (4.963, -1.025, -1.995)
O (5.444, -0.880, 0.696)
C (6.411, -1.648, 0.022)
H (5.964, -2.518, -0.469)
H (6.954, -1.051, -0.717)
H (7.105, -1.986, 0.790)
H (3.685, 0.550, 1.764)
H (1.778, 1.982, 1.902)
H (1.340, 2.879, 0.423)


[3]
Computed, not measured: a single C16H17N3S molecule at a distorted geometry, with ωB97M-V/def2-TZVPD.

SMILES string: Cc1ccc(C#N)c(S[C@H](CCN)c2ccccc2)n1
Frontier orbital gap: 8.74 eV
Highest occupied orbital energy: -8.675 eV
E_LUMO: 0.068 eV
Energy relative to the best compared isomer or geometry (same formula, charge and spin): 38.9 kJ/mol

Geometry (Å):
N (-0.214, 3.590, 1.572)
C (0.083, 2.482, 1.788)
N (1.416, -1.015, 1.674)
S (1.692, 0.758, -0.254)
C (1.147, 0.272, 1.348)
C (1.019, -1.459, 2.886)
C (0.334, -0.604, 3.789)
C (-3.102, 2.652, -1.590)
C (-3.258, 1.341, -1.118)
C (-1.833, 3.072, -1.933)
C (0.059, 0.721, 3.448)
C (-2.192, 0.476, -0.942)
C (-0.726, 2.203, -1.798)
C (0.429, 1.152, 2.179)
C (-0.914, 0.917, -1.301)
N (1.292, -2.696, -2.030)
C (1.159, -2.886, 3.218)
C (1.886, -1.440, -2.568)
C (0.801, -0.377, -2.666)
C (0.308, -0.027, -1.240)
H (0.100, -1.053, 4.779)
H (-3.942, 3.320, -1.720)
H (-4.239, 0.968, -0.829)
H (-1.652, 4.068, -2.257)
H (-0.397, 1.404, 4.182)
H (-2.357, -0.552, -0.568)
H (0.266, 2.554, -2.089)
H (1.942, -3.474, -2.140)
H (1.064, -2.562, -1.053)
H (0.201, -3.294, 3.522)
H (1.932, -3.019, 3.998)
H (1.478, -3.484, 2.351)
H (2.278, -1.664, -3.532)
H (2.760, -1.096, -1.995)
H (-0.021, -0.816, -3.196)
H (1.181, 0.502, -3.222)
H (0.020, -0.934, -0.697)